Record 1
A structure of composition C14H33BNO3PPb in a non-equilibrium geometry, computed with ωB97M-V/def2-TZVPD.

Each line ends with the Löwdin charge.
CARTESIAN COORDINATES (ANGSTROEM)
1 C -0.22716 0.04528 4.76224  0.0238
2 C -1.06203 0.68429 3.92338  -0.2398
3 C -2.04659 -0.00855 3.02403  -0.2442
4 P -1.28871 -0.66380 1.44335  0.8235
5 N -0.24877 0.86519 1.19815  -0.1766
6 O -2.20938 -2.13217 1.56645  -0.3047
7 C -2.14237 -0.21102 -0.14483  -0.2497
8 C -2.78489 -1.30823 -0.98671  -0.2347
9 C -1.88631 -2.41115 -1.52652  -0.1987
10 C -0.97718 -2.03374 -2.69436  -0.1760
11 C 0.23611 -1.14532 -2.35778  -0.1811
12 C 0.26520 0.19783 -3.12645  -0.1676
13 C 0.91552 1.29051 -2.29056  -0.2446
14 C 2.39960 1.03293 -2.02763  -0.1349
15 C 3.07457 2.01839 -1.04868  -0.1112
16 O 2.26362 3.23811 -0.93246  -0.5468
17 C 1.81983 3.59913 0.41937  -0.0145
18 B 0.31954 -1.79337 1.67970  -0.4884
19 C 1.69384 -1.60082 0.92980  -0.0209
20 O 0.19853 -2.79438 2.59274  0.1229
21 H -0.33751 -0.99636 5.03586  0.0739
22 H 0.57853 0.59600 5.23334  0.0594
23 H -1.02492 1.77047 3.88658  0.0906
24 H -2.43423 -0.87929 3.54798  0.0952
25 H -2.88764 0.62860 2.74027  0.0945
26 H 0.57243 0.85305 1.78650  0.0052
27 H -0.79365 1.69063 1.41893  0.0220
28 H -3.14780 -1.96675 1.66782  0.0534
29 H -2.94788 0.46911 0.15762  0.0984
30 H -1.47216 0.39333 -0.75741  0.0440
31 H -3.21636 -0.80581 -1.86139  0.1173
32 H -3.63224 -1.75640 -0.47441  0.1062
33 H -2.56188 -3.17725 -1.91311  0.1238
34 H -1.29888 -2.89907 -0.74747  0.1081
35 H -1.56500 -1.62210 -3.51569  0.1146
36 H -0.56847 -2.97388 -3.06868  0.1165
37 H 1.15138 -1.68036 -2.61400  0.1183
38 H 0.29715 -0.92864 -1.29035  0.0731
39 H 0.87412 0.07205 -4.02415  0.1282
40 H -0.73515 0.50160 -3.42766  0.1206
41 H 0.82955 2.25386 -2.92211  -0.0265
42 H 0.39965 1.48989 -1.34631  0.0941
43 H 2.95264 1.08775 -2.96451  0.1302
44 H 2.53268 0.03748 -1.60765  0.1245
45 H 4.04853 2.30913 -1.43823  0.1392
46 H 3.23622 1.62771 -0.04797  0.1371
47 H 0.98111 2.96493 0.69243  0.0723
48 H 2.64500 3.48556 1.11473  0.1221
49 H 1.53057 4.65371 0.41505  0.0969
50 H 2.46467 -2.14473 1.47716  0.0774
51 H 1.67897 -1.99440 -0.08719  0.0556
52 H 2.01833 -0.55945 0.86885  0.0328
53 H 0.16833 -3.68092 2.23122  0.1266
54 Pb 1.35097 4.31141 -2.56928  1.8192

Values from the calculation:
**2S+1**: 1
**Total charge**: +2
**Energy**: -37880.34793 eV
**HOMO-LUMO gap**: 3.23 eV
**LUMO**: -10.34 eV

=====

Record 2
A cluster of 4 separate species, C15H41IN2O11PS3 in total in a non-equilibrium geometry, computed with ωB97M-V/def2-TZVPD.

Each line ends with the Löwdin charge.
CARTESIAN COORDINATES (ANGSTROEM)
1 C -0.74460 -1.69230 0.03457  -0.1195
2 C -1.14573 -0.22992 0.15749  -0.2622
3 C -0.18083 0.55509 1.05267  -0.1854
4 C 0.30767 1.91307 0.50742  -0.2227
5 N 1.70354 1.97437 0.06082  -0.0111
6 C 1.96867 1.59755 -1.32707  -0.5368
7 O 0.95761 0.89336 -1.93741  -0.2910
8 P 1.54145 -0.01929 -3.35525  0.4780
9 N -0.14375 -0.55040 -3.67859  -0.2060
10 O 3.20512 0.40507 -2.83985  -0.4115
11 C 3.15805 0.67126 -1.51272  -0.8759
12 I 5.02189 1.41913 -0.73548  0.7194
13 H -0.56820 -2.14295 1.01377  0.0556
14 H -1.52709 -2.27123 -0.44388  0.0649
15 H 0.17487 -1.76396 -0.54010  0.0578
16 H -1.19666 0.15198 -0.85372  0.0855
17 H -2.13962 -0.21455 0.60135  0.0812
18 H -0.69950 0.74818 1.99240  0.0867
19 H 0.68619 -0.05381 1.30384  0.1021
20 H 0.22026 2.63111 1.32847  0.0861
21 H -0.34771 2.27186 -0.27448  0.1109
22 H 2.27834 1.41338 0.67656  0.0662
23 H 2.23094 2.50315 -1.89586  0.1316
24 H 1.71529 -1.22280 -2.57687  0.0230
25 H 2.06140 -0.62588 -4.55919  -0.0294
26 H 1.38501 1.20628 -4.10219  0.0117
27 H -0.58830 0.00449 -4.39960  -0.0086
28 H -0.14271 -1.52509 -3.94920  -0.0071
29 H 2.97528 -0.24653 -0.94079  0.0720
30 O 2.42151 -5.77897 -6.11641  -0.2839
31 S 2.87427 -5.67578 -4.76113  0.5553
32 O 2.08947 -4.98246 -3.79354  -0.2635
33 O 4.36395 -5.12913 -4.76241  -0.2703
34 C 4.63376 -3.88132 -5.45377  -0.2466
35 C 4.20847 -2.65099 -4.68168  -0.0768
36 C 3.24579 -7.28385 -4.14387  -0.1301
37 H 4.17428 -3.92164 -6.44281  0.1112
38 H 5.71385 -3.88746 -5.59157  0.1156
39 H 3.12922 -2.58837 -4.55990  0.0469
40 H 4.53492 -1.75172 -5.20188  0.0863
41 H 4.64833 -2.65668 -3.68464  0.0897
42 H 3.85994 -7.80918 -4.86911  0.0692
43 H 2.29390 -7.79138 -4.00655  0.0719
44 H 3.75854 -7.17882 -3.19213  0.0719
45 O -3.46477 -2.02144 2.29839  -0.2622
46 S -3.80617 -1.52289 3.59115  0.5581
47 O -3.26659 -0.28220 4.05544  -0.2792
48 O -3.51017 -2.66286 4.66342  -0.2662
49 C -2.18503 -3.24336 4.64073  -0.2491
50 C -1.12435 -2.32656 5.21509  -0.0707
51 C -5.55612 -1.48357 3.77538  -0.1229
52 H -1.94423 -3.54178 3.61935  0.1136
53 H -2.27605 -4.14732 5.23967  0.1185
54 H -0.98565 -1.44073 4.59790  0.0692
55 H -0.17334 -2.85662 5.26765  0.0821
56 H -1.40345 -1.99803 6.21650  0.0828
57 H -5.96641 -2.43454 3.44920  0.0728
58 H -5.91390 -0.67440 3.14315  0.0769
59 H -5.79386 -1.28467 4.81656  0.0722
60 O -3.67351 5.76911 1.49513  -0.2757
61 S -2.89785 5.70478 2.69598  0.5664
62 O -3.36981 6.36994 3.87382  -0.2867
63 O -1.41880 6.19323 2.37078  -0.2614
64 C -1.26270 7.45259 1.68755  -0.2515
65 C -1.50246 8.64882 2.58720  -0.0766
66 C -2.49844 4.03901 3.08249  -0.1144
67 H -1.91479 7.46852 0.81317  0.1141
68 H -0.23447 7.44135 1.33310  0.1232
69 H -2.53954 8.70215 2.91398  0.0691
70 H -1.26475 9.56601 2.04741  0.0781
71 H -0.87513 8.58913 3.47644  0.0825
72 H -2.11130 3.54910 2.19280  0.0683
73 H -3.41826 3.56075 3.41116  0.0776
74 H -1.76517 4.03360 3.88369  0.0788

Values from the calculation:
**2S+1**: 1
**Total charge**: -1
**Energy**: -91617.10494 eV
**HOMO-LUMO gap**: 6.46 eV
**LUMO**: 1.83 eV